72
Properties=species:S:1:pos:R:3 method="wB97M-V/def2-TZVPD" lumo_ev=1.990 total_charge=-1 homo_lumo_gap_ha=0.2715 e_tot_ha=-4775.82121
Na -0.5367 0.9403 0.4355
F -1.6315 2.0899 5.7316
C -0.9812 2.5674 4.6678
F 0.2207 3.0214 5.0636
F -1.6688 3.5987 4.1782
S -0.6824 1.2407 3.4373
O -0.1504 1.9174 2.2644
O 0.1833 0.3100 4.1156
N -2.1851 0.7419 3.2615
S -2.5717 -0.4943 2.3434
O -3.9750 -0.4998 2.0851
O -1.6164 -0.6765 1.2612
C -2.3325 -1.9843 3.4205
F -2.6471 -1.7046 4.6890
F -3.1391 -2.9667 2.9902
F -1.0795 -2.4396 3.3899
O -0.9554 1.4825 -1.4992
C -2.1460 1.6273 -2.0923
C -2.9966 2.7118 -1.4207
C -3.9803 3.5284 -1.9013
C -4.5589 4.3508 -0.8957
C -3.9997 4.1435 0.3329
S -2.7725 2.9734 0.2578
C -2.9505 0.3218 -2.0580
C -4.2617 0.0748 -1.7941
C -4.5978 -1.3111 -1.8836
C -3.5291 -2.0766 -2.2314
S -2.1148 -1.1375 -2.4279
C -1.9864 2.0243 -3.5704
C -2.7385 1.7375 -4.6714
C -2.2391 2.3480 -5.8588
C -1.1186 3.0872 -5.6175
S -0.6575 3.0269 -3.9795
H -4.2703 3.5355 -2.9428
H -5.3448 5.0728 -1.0720
H -4.2324 4.6342 1.2623
H -4.9451 0.8621 -1.5112
H -5.5785 -1.7130 -1.6753
H -3.5050 -3.1477 -2.3468
H -3.6108 1.1008 -4.6222
H -2.6820 2.2350 -6.8383
H -0.5332 3.6347 -6.3377
O 1.3082 -0.1375 0.3294
S 1.6036 -0.5281 -1.1188
C 1.3959 -2.3064 -1.1071
C 2.2828 -3.0763 -0.1728
C 3.2536 -3.9344 -0.6748
C 4.0922 -4.6359 0.1820
C 3.9667 -4.4701 1.5529
C 2.9971 -3.6134 2.0608
C 2.1517 -2.9233 1.2070
C 3.4016 -0.3750 -1.3178
C 4.1564 -0.1314 -0.0383
C 5.0318 -1.0929 0.4471
C 5.7234 -0.8875 1.6334
C 5.5336 0.2832 2.3496
C 4.6548 1.2488 1.8715
C 3.9726 1.0417 0.6855
H 1.4713 -2.6515 -2.1405
H 0.3451 -2.3812 -0.8162
H 3.3468 -4.0600 -1.7483
H 4.8380 -5.3072 -0.2242
H 4.6189 -5.0114 2.2262
H 2.8951 -3.4766 3.1291
H 1.4036 -2.2488 1.6015
H 3.5320 0.4543 -2.0138
H 3.7565 -1.2870 -1.8018
H 5.1556 -2.0207 -0.0978
H 6.3962 -1.6510 2.0017
H 6.0570 0.4429 3.2835
H 4.4839 2.1570 2.4329
H 3.2727 1.7904 0.3387